(1)
DFT (the ωB97M-V functional and the def2-TZVPD basis) results for C69H47Cl4N7OS3Sn as an isolated structure in a non-equilibrium geometry.

For the energy above the lowest of the compared OMol25 structures with the same formula, charge and spin, the calculation gives 0.00 kJ/mol. The calculation puts the HOMO energy at -1.906 eV. The total energy is -6365.954035 Eh. As for the net charge: -2.

```
132
Properties=species:S:1:pos:R:3:forces:R:3
Sn 0.150 -0.084 0.064 -0.20 -0.63 0.00
Cl 8.687 -3.267 -2.718 -0.01 -0.01 -0.01
C 7.094 -2.940 -2.070 -0.07 0.01 0.03
C 6.319 -1.941 -2.636 -0.02 0.00 -0.01
C 5.064 -1.678 -2.103 0.02 0.02 0.00
C 4.582 -2.398 -1.011 -0.06 0.06 0.00
C 5.376 -3.406 -0.475 0.04 -0.01 0.03
C 6.635 -3.683 -0.996 0.00 0.00 0.01
C 3.242 -2.063 -0.430 0.12 0.09 -0.10
C 2.120 -2.600 -1.071 -0.10 -0.14 -0.05
C 2.182 -3.438 -2.262 0.03 0.05 0.09
C 0.908 -3.697 -2.614 -0.02 0.05 -0.05
C 0.063 -3.070 -1.605 -0.19 -0.01 -0.01
C -1.327 -3.182 -1.513 0.04 0.01 -0.01
C -2.091 -3.781 -2.640 -0.12 0.01 0.02
C -3.157 -3.051 -3.182 0.10 0.01 0.01
C -3.870 -3.512 -4.278 -0.03 0.04 0.07
C -3.529 -4.732 -4.837 0.01 0.02 0.08
Cl -4.413 -5.326 -6.223 0.00 0.00 -0.01
C -2.512 -5.501 -4.299 0.02 -0.01 -0.02
C -1.806 -5.024 -3.203 -0.01 -0.07 0.08
C -2.090 -2.724 -0.409 -0.07 -0.06 0.08
N -1.685 -1.851 0.527 0.16 -0.03 0.08
C -2.691 -1.724 1.428 -0.16 -0.07 0.03
C -2.693 -0.859 2.526 0.07 -0.04 0.00
C -3.952 -0.808 3.330 0.01 0.02 -0.05
C -4.036 -1.414 4.580 -0.05 0.00 0.02
C -5.219 -1.393 5.310 0.01 0.01 0.01
C -6.323 -0.745 4.780 0.09 -0.02 -0.04
Cl -7.818 -0.717 5.690 0.01 0.00 0.00
C -6.266 -0.125 3.544 0.00 0.01 -0.03
C -5.079 -0.164 2.823 -0.02 0.04 -0.04
C -1.625 -0.062 2.962 -0.02 0.10 0.11
C -1.656 0.778 4.140 0.01 -0.07 -0.12
C -0.422 1.336 4.260 0.05 -0.01 -0.05
C 0.370 0.821 3.170 -0.21 -0.04 0.06
N -0.390 0.009 2.392 0.13 0.07 -0.08
C 1.753 1.012 3.015 0.18 -0.03 0.00
C 2.563 0.269 2.164 -0.02 0.00 0.11
C 4.009 0.282 2.188 -0.04 -0.01 -0.08
C 4.423 -0.613 1.260 -0.07 -0.01 -0.01
C 3.230 -1.161 0.642 -0.10 0.07 0.02
N 2.126 -0.618 1.222 0.01 0.03 -0.17
C 2.404 2.075 3.841 -0.04 -0.03 -0.03
C 2.882 1.829 5.124 0.00 0.03 0.02
C 3.468 2.841 5.876 -0.02 -0.04 -0.01
C 3.572 4.107 5.327 -0.03 -0.05 -0.03
Cl 4.286 5.392 6.278 0.01 -0.01 -0.01
C 3.122 4.377 4.046 -0.02 -0.01 -0.03
C 2.539 3.355 3.306 0.01 0.01 0.00
C -3.787 -2.610 1.069 0.07 0.07 0.01
C -3.421 -3.218 -0.084 0.03 0.07 -0.05
N 0.834 -2.411 -0.705 0.26 0.07 0.15
H 6.696 -1.375 -3.477 -0.02 -0.01 0.02
H 4.443 -0.897 -2.530 0.04 -0.05 0.02
H 5.007 -3.975 0.371 0.01 0.03 -0.04
H 7.255 -4.462 -0.573 -0.01 0.01 -0.01
H 3.085 -3.758 -2.761 -0.04 0.03 -0.03
H 0.575 -4.245 -3.481 0.02 0.06 0.03
H -3.400 -2.093 -2.736 0.03 0.03 -0.07
H -4.678 -2.922 -4.694 0.05 -0.03 -0.02
H -2.280 -6.465 -4.731 0.00 0.01 0.01
H -1.035 -5.643 -2.758 -0.01 0.04 -0.05
H -3.163 -1.914 4.983 -0.03 0.01 -0.02
H -5.287 -1.877 6.276 0.01 0.03 -0.03
H -7.138 0.381 3.150 0.04 -0.02 0.01
H -5.012 0.317 1.852 0.00 -0.02 0.05
H -2.506 0.917 4.790 0.04 0.00 -0.03
H -0.074 2.007 5.032 -0.01 -0.03 -0.06
H 4.618 0.893 2.838 -0.02 -0.03 -0.02
H 5.437 -0.882 1.005 -0.03 0.02 0.01
H 2.792 0.830 5.539 -0.01 0.05 -0.01
H 3.838 2.651 6.875 -0.02 0.01 -0.02
H 3.224 5.371 3.630 0.00 -0.04 0.01
H 2.186 3.540 2.295 0.02 0.00 0.08
H -4.692 -2.765 1.639 0.04 0.04 -0.06
H -3.976 -3.960 -0.641 0.04 0.04 0.01
S -2.244 2.880 0.566 -0.01 0.01 -0.11
C -1.751 2.767 -1.022 0.09 0.58 0.04
N -0.826 3.566 -1.567 -0.45 -0.07 -0.04
C -0.450 3.375 -2.964 -0.14 -0.05 0.04
C -1.711 3.221 -3.775 0.03 -0.09 0.19
N -2.436 2.047 -3.279 0.18 0.11 0.27
C -2.932 1.093 -4.269 -0.31 0.02 0.10
C -4.394 1.294 -4.634 0.07 0.10 0.05
C -4.743 2.268 -5.568 -0.02 0.01 0.01
C -6.065 2.448 -5.956 0.03 -0.03 0.03
C -7.063 1.657 -5.403 0.02 0.02 0.04
C -6.730 0.698 -4.455 0.04 0.00 -0.05
C -5.405 0.514 -4.076 0.00 0.03 -0.01
C -2.420 1.754 -1.962 -0.27 0.02 -0.13
S -3.123 0.425 -1.290 -0.14 -0.08 -0.26
C -0.195 4.678 -0.854 -0.13 0.03 -0.08
C -0.829 6.002 -1.239 -0.10 -0.22 -0.19
C -2.150 6.293 -0.886 0.05 0.06 -0.01
C -2.741 7.482 -1.289 0.05 0.00 0.03
C -2.027 8.400 -2.052 -0.01 -0.05 0.03
C -0.723 8.111 -2.424 0.01 0.00 0.03
C -0.132 6.917 -2.022 0.05 0.05 0.03
H 0.130 2.454 -3.065 0.22 0.06 -0.05
H 0.132 4.232 -3.298 -0.01 0.06 0.05
H -1.455 3.056 -4.820 -0.01 -0.09 -0.04
H -2.337 4.116 -3.701 -0.04 0.05 -0.03
H -2.757 0.092 -3.881 0.06 -0.03 0.00
H -2.328 1.219 -5.167 0.10 -0.08 0.04
H -3.966 2.893 -5.998 -0.03 -0.07 -0.02
H -6.314 3.198 -6.699 0.01 0.01 0.03
H -8.095 1.794 -5.706 0.02 -0.02 0.01
H -7.505 0.083 -4.013 0.02 0.01 0.00
H -5.147 -0.221 -3.325 0.04 0.00 -0.02
H 0.867 4.681 -1.102 -0.16 0.09 -0.02
H -0.303 4.479 0.207 0.02 0.01 0.07
H -2.703 5.576 -0.291 0.01 -0.02 -0.01
H -3.764 7.695 -1.002 0.02 0.00 0.00
H -2.483 9.337 -2.351 -0.01 -0.04 -0.02
H -0.161 8.816 -3.026 0.00 -0.03 0.01
H 0.889 6.695 -2.317 -0.03 -0.02 0.04
O 2.809 3.940 -0.542 -0.29 -0.46 0.07
C 2.098 2.981 -0.293 0.12 -0.47 0.25
N 1.384 2.067 -0.026 0.82 1.04 -0.04
S 0.176 0.029 -3.460 0.16 -0.29 -0.25
C 0.274 -0.601 -5.085 0.00 0.04 0.01
C -0.387 -1.793 -5.455 0.08 0.07 -0.13
C -0.295 -2.313 -6.739 -0.01 0.10 0.05
C 0.447 -1.662 -7.721 0.00 -0.01 0.03
C 1.094 -0.476 -7.387 -0.01 0.04 0.13
C 1.009 0.047 -6.101 -0.06 -0.18 -0.10
H -0.979 -2.300 -4.702 0.04 -0.02 -0.01
H -0.813 -3.238 -6.979 -0.01 0.03 0.03
H 0.515 -2.067 -8.725 0.01 0.01 0.04
H 1.682 0.046 -8.137 -0.03 0.00 0.03
H 1.523 0.970 -5.853 0.00 -0.04 0.01
```
Positions in Å, forces in eV/Å.

=====

(2)
DFT (the ωB97M-V functional and the def2-TZVPD basis) results for one molecule with the formula C19H23N5O5S2 in a non-equilibrium geometry.

For the energy above the lowest of the compared OMol25 structures with the same formula, charge and spin, the calculation gives 7.65 kJ/mol. The calculation puts the HOMO energy at -8.507 eV. The total energy is -2184.239214 Eh. As for the net charge: 0.

```
54
Properties=species:S:1:pos:R:3:forces:R:3
C -6.354 -2.160 -1.056 0.17 -0.13 -0.16
C -4.984 -2.306 -1.709 -0.06 0.26 0.09
C -3.938 -1.370 -1.109 -0.02 -0.39 -0.02
C -3.642 -1.687 0.361 -0.33 0.03 -0.51
N -2.428 -1.043 0.790 0.23 0.22 0.29
C -2.295 0.244 1.210 0.43 0.19 0.24
S -3.651 1.336 1.311 -0.42 0.18 0.03
C -2.716 2.896 1.281 -0.01 -0.32 0.28
C -1.548 2.886 0.307 -0.18 0.32 -0.09
O -0.546 3.521 0.542 0.15 0.25 0.18
N -1.751 2.187 -0.851 -0.16 -0.02 -0.47
C -0.719 1.484 -1.537 -0.44 0.36 0.15
O -0.988 0.439 -2.083 -0.03 -0.37 -0.27
N 0.467 2.098 -1.508 0.67 0.26 0.30
C 1.684 1.440 -1.919 0.18 -0.28 -0.37
C 2.775 1.677 -0.923 -0.63 0.46 0.50
C 2.798 2.330 0.272 -0.10 -0.25 -0.58
C 4.135 2.247 0.742 0.47 -0.24 -0.41
C 4.822 1.554 -0.198 0.19 0.54 0.83
O 4.010 1.204 -1.218 -0.17 -0.16 -0.47
N -1.063 0.625 1.410 -0.28 0.18 0.41
C -0.298 -0.462 1.077 -0.34 -0.80 -0.32
C 1.082 -0.615 1.040 -0.11 0.08 0.13
C 1.551 -1.824 0.583 0.61 0.00 0.11
S 3.303 -2.051 0.386 0.28 0.14 -0.64
N 3.451 -1.789 -1.269 -0.10 -0.18 0.69
O 4.013 -1.023 1.092 -0.39 0.09 -0.09
O 3.650 -3.423 0.623 -0.28 -0.09 -0.19
C 0.726 -2.872 0.191 -0.21 -0.21 -0.04
C -0.647 -2.742 0.235 0.00 -0.06 -0.03
C -1.147 -1.524 0.670 0.70 0.26 0.16
H -7.086 -2.772 -1.577 -0.14 -0.03 0.03
H -6.330 -2.475 -0.016 -0.08 -0.02 0.15
H -6.685 -1.125 -1.095 -0.09 0.13 0.02
H -4.644 -3.339 -1.616 0.05 -0.06 -0.08
H -5.071 -2.083 -2.774 0.04 -0.09 -0.03
H -4.290 -0.339 -1.188 0.08 0.08 -0.03
H -3.007 -1.448 -1.676 0.02 0.09 0.05
H -3.517 -2.764 0.497 -0.08 0.06 0.09
H -4.456 -1.340 1.003 0.06 -0.19 0.03
H -3.435 3.670 1.005 0.01 -0.02 0.01
H -2.325 3.102 2.277 0.06 0.06 -0.20
H -2.649 1.725 -0.954 0.28 -0.02 0.07
H 0.550 2.913 -0.909 -0.18 -0.07 -0.12
H 1.481 0.367 -2.027 0.03 0.13 -0.03
H 2.000 1.820 -2.901 0.00 -0.16 0.12
H 1.979 2.806 0.773 -0.28 0.08 0.03
H 4.518 2.646 1.658 0.16 0.05 0.19
H 5.845 1.243 -0.259 0.12 -0.13 -0.09
H 1.762 0.163 1.341 0.05 0.14 0.06
H 3.844 -0.881 -1.471 0.05 0.25 0.06
H 3.978 -2.524 -1.711 0.10 -0.28 0.03
H 1.194 -3.782 -0.144 -0.06 -0.18 -0.07
H -1.297 -3.545 -0.074 -0.03 -0.13 -0.05
```
Positions in Å, forces in eV/Å.

=====

(3)
DFT (the ωB97M-V functional and the def2-TZVPD basis) results for C4H12O4Zn as an isolated structure in a non-equilibrium geometry.

The calculation puts the HOMO energy at -19.018 eV. The total energy is -2238.902449 Eh. As for the net charge: +2.

```
21
Properties=species:S:1:pos:R:3:forces:R:3
Zn -0.017 0.044 -0.003 -1.48 -1.52 2.37
C -0.780 1.031 1.935 0.50 2.29 0.55
C -0.632 2.039 0.744 -1.36 3.40 2.53
O 0.340 1.684 -0.184 0.98 7.86 1.76
O -0.890 -0.276 1.401 -5.76 4.49 9.08
H -1.647 1.272 2.549 0.19 0.43 -0.07
H 0.153 1.035 2.498 -0.14 0.37 0.45
H -0.219 2.971 1.131 -1.04 0.19 0.81
H -1.571 2.234 0.225 -0.19 -0.08 0.13
H 0.822 2.415 -0.579 -0.06 0.48 0.19
H -1.305 -0.794 2.095 -0.19 -0.62 -0.09
C 0.570 -1.998 -0.817 -0.08 -4.27 -1.33
C 0.640 -1.008 -1.960 0.60 -2.43 -1.42
O 0.811 0.233 -1.385 5.78 -1.01 -9.90
O -0.325 -1.628 0.300 2.69 -9.86 -5.36
H 1.529 -2.401 -0.488 0.36 1.03 0.59
H 0.197 -2.925 -1.252 -0.45 0.04 -0.27
H -0.236 -0.994 -2.609 -0.04 -0.20 0.02
H 1.544 -1.216 -2.531 -0.32 -0.69 -0.26
H 1.482 0.714 -1.875 0.11 0.49 0.04
H -0.464 -2.432 0.805 -0.10 -0.37 0.19
```
Positions in Å, forces in eV/Å.

=====

(4)
DFT (the ωB97M-V functional and the def2-TZVPD basis) results for C2H6IO2 as an isolated structure in a non-equilibrium geometry.

For the energy above the lowest of the compared OMol25 structures with the same formula, charge and spin, the calculation gives 315.88 kJ/mol. The calculation puts the HOMO energy at -3.017 eV. The total energy is -527.949047 Eh. As for the net charge: -1.

```
11
Properties=species:S:1:pos:R:3:forces:R:3
I 0.505 0.550 3.279 4.69 1.50 7.11
C 0.032 0.737 0.094 -1.59 -1.45 -0.13
C -0.217 -0.257 -1.081 2.16 -1.39 -0.10
O 0.794 -1.366 -0.968 -0.19 1.08 0.57
O -0.694 0.091 1.125 -2.40 -0.98 -5.88
H -0.368 1.719 -0.157 -0.58 0.22 -0.20
H 1.069 0.979 0.325 0.37 -0.79 0.07
H -0.053 0.101 -2.098 -0.23 0.69 0.01
H -1.190 -0.741 -0.994 -0.12 0.53 0.16
H 0.648 -2.095 -1.576 -0.52 0.29 -0.14
H -0.525 0.281 2.051 -1.59 0.29 -1.48
```
Positions in Å, forces in eV/Å.